Entry 1:
C49H52BCuGeN7O2 as an isolated structure in a non-equilibrium geometry, computed with wB97M-V/def2-TZVPD.

Relative energy (zero: lowest compared OMol25 entry of this formula, charge and spin): 123.82 kJ/mol
LUMO level (alpha / beta): 4.14 / 4.14 eV
⟨S²⟩: 0.7601
HOMO level (alpha / beta): -0.583 / -1.052 eV
Total charge: -2
Gap between HOMO and LUMO (alpha / beta): 4.72 / 5.19 eV
2S+1: 2

```
113
Properties=species:S:1:pos:R:3:mulliken_charge:R:1
C 2.756 -0.975 -7.140 1.46
C -2.432 0.719 3.784 -1.34
C 1.271 4.501 3.428 -0.59
N -0.911 -2.505 1.049 1.04
C -1.165 4.667 -3.208 -0.40
H -0.982 -3.793 -6.067 0.43
C -0.409 -2.151 -2.651 1.36
H 3.359 -4.417 2.195 0.34
C -0.849 -3.319 -5.102 -0.47
H 0.242 -1.173 -6.721 0.26
H -4.922 -1.985 -0.223 0.22
C 0.148 -1.562 -3.776 0.49
C 2.361 0.127 0.199 0.53
O 0.781 0.402 -2.557 -0.69
H -2.343 4.156 -4.923 0.35
H -3.611 -2.349 3.567 0.26
C 4.897 -0.215 -8.248 -1.88
C -2.105 0.799 -1.785 -0.42
C 3.772 -0.670 3.012 -0.34
H -3.974 0.387 -2.912 0.47
H -0.967 5.676 -3.546 0.37
H 5.981 0.268 0.310 0.40
H -4.745 -1.333 2.683 0.21
H 5.736 -1.424 0.685 0.40
C 4.869 -1.416 -6.067 -1.00
H 3.061 -3.064 -0.550 0.26
C 4.135 0.425 -2.573 -1.11
C -2.877 -0.400 3.111 0.68
C -1.362 1.205 3.001 0.08
N -1.206 0.417 1.942 0.56
C 4.657 -2.903 2.958 -0.78
C -3.278 0.113 -2.142 -1.17
H -1.669 -5.291 -0.252 0.23
H 6.389 -0.952 -0.880 0.39
H -1.884 -5.618 1.468 0.45
H 3.890 0.377 3.253 0.37
C -3.372 -0.938 -1.261 0.52
H -0.037 4.873 -1.391 0.43
C 1.961 -0.350 -8.254 -1.88
C 0.535 -4.134 1.411 -1.61
C 3.469 -3.359 2.406 -0.01
H 0.966 -5.112 1.510 0.43
H 5.467 -3.597 3.167 0.33
H -2.810 1.881 -4.154 0.32
C -1.700 2.080 -2.318 0.39
H 3.233 0.445 -3.171 0.11
Cu 0.514 0.078 -0.550 0.17
C -3.986 -1.331 3.465 -1.48
B -2.166 -1.636 0.918 -1.01
C 5.672 -0.687 -0.106 -1.55
C 2.847 -2.243 -5.089 -0.78
H -1.330 3.069 5.038 0.37
C -2.204 2.533 -3.540 -0.42
H 4.773 -2.519 -4.232 0.36
H 2.552 0.384 -8.791 0.46
C 0.511 2.565 2.234 1.30
C 2.584 -1.108 2.442 -0.65
H -2.213 -4.622 -4.074 0.35
N -2.302 -0.886 -0.430 0.65
O 0.958 0.427 -4.762 -0.85
C 2.092 -1.657 -6.106 0.00
H -4.091 -2.948 -1.449 0.15
C -0.483 2.344 3.193 0.12
N 0.227 -1.926 1.399 -0.18
H -2.813 -4.325 0.702 0.23
H 5.729 -1.205 3.706 0.32
H 0.234 4.947 5.246 0.37
H 2.437 -2.409 -2.042 -0.31
C -1.938 3.814 -3.978 -0.99
C 0.008 -2.229 -5.000 -0.09
H -2.828 1.119 4.698 0.47
C 0.708 -0.129 -3.687 0.24
H 4.942 0.001 -3.168 0.28
H -0.513 2.570 -0.625 0.55
C -1.851 -4.828 0.719 -1.78
H -5.220 -1.685 -1.949 0.42
H 4.100 -2.984 -1.973 0.55
H 1.093 0.162 -7.843 0.38
H 2.351 -2.786 -4.299 0.59
N -1.525 0.163 -0.756 1.41
C 4.804 -1.553 3.259 -0.60
H -1.678 -3.662 -1.849 0.31
H 1.955 5.336 3.524 0.37
H 5.970 -0.327 -8.107 0.39
C -0.575 3.217 4.277 -0.48
H -4.448 -1.030 4.404 0.38
H -3.136 -2.309 1.074 -0.32
H 5.946 -1.302 -6.035 0.24
H 0.583 1.864 1.415 -0.90
H 1.715 -0.482 2.381 0.49
H 4.389 1.457 -2.337 0.44
C -4.463 -1.952 -1.211 -1.58
H 4.641 -0.659 -9.210 0.38
H 2.738 1.025 0.700 0.56
C -1.512 -3.800 -3.985 -1.13
H 2.131 3.790 1.595 0.52
N -2.104 -0.545 2.006 -0.04
C 1.129 -2.873 1.637 -0.10
C -0.767 -3.856 1.049 0.89
C 0.302 4.282 4.392 -0.63
C -0.642 4.217 -2.003 -0.92
H 1.624 -1.114 -8.959 0.29
C -0.900 2.938 -1.563 0.11
H 4.674 0.851 -8.296 0.36
C 4.216 -2.096 -5.055 -0.89
H -0.191 -1.716 -1.688 -1.01
C 3.322 -2.467 -1.418 -0.81
Ge 3.791 -0.607 -0.881 0.54
N 0.725 -1.872 -6.176 -0.06
C 1.372 3.634 2.349 -0.80
C 4.145 -0.881 -7.125 1.47
C 2.425 -2.477 2.151 0.89
C -1.230 -3.256 -2.744 -0.50
```

Entry 2:
A 4-piece molecular cluster, C34H62BNO7S3 overall in a non-equilibrium geometry, computed with wB97M-V/def2-TZVPD.

LUMO level: -0.63 eV
HOMO level: -8.468 eV
Total charge: 0
Gap between HOMO and LUMO: 7.84 eV

```
108
Properties=species:S:1:pos:R:3:mulliken_charge:R:1
C -2.289 2.312 2.471 -1.33
H -0.487 5.220 -7.100 0.46
H 3.085 -1.519 -8.007 0.29
H -4.768 -1.702 -2.012 0.30
H -3.422 5.172 -8.145 0.37
C -1.617 5.121 -3.003 -1.15
B -0.026 -0.426 5.120 1.44
H 2.582 -4.827 5.413 0.51
H 0.068 -3.137 6.065 0.23
H -1.081 -2.574 2.641 0.24
C -2.498 -2.075 -4.005 -0.88
O -4.827 -1.581 0.705 -0.61
H -2.047 -3.091 -4.147 0.35
C 4.564 -2.505 4.316 -0.97
H 4.497 -3.599 4.094 0.40
H -2.444 -4.835 4.283 0.37
O -3.586 3.360 0.138 -0.58
H -3.561 -2.138 -4.372 0.35
C -1.177 4.667 -6.461 -0.92
H -0.830 5.686 -3.506 0.42
H -0.793 5.945 -0.399 0.37
H -3.266 3.892 -9.370 0.33
C -3.546 1.232 -1.058 -0.48
C 0.558 -4.079 5.678 -0.93
C -2.186 0.243 3.964 0.50
S -0.888 4.000 -1.797 0.74
C -1.633 -0.312 5.335 -1.25
H 4.148 0.762 -1.239 0.28
C -2.004 -3.073 3.021 -0.41
C -3.324 0.071 1.737 0.10
C 3.879 -1.734 3.120 0.32
H 4.070 0.502 3.448 0.16
H 1.109 1.099 -6.035 0.19
H -0.620 4.192 -5.653 0.17
H -0.780 -1.145 -4.716 0.23
H 4.913 -2.289 6.456 0.38
H -3.363 1.686 -2.055 0.28
C 1.668 0.607 -6.831 -0.87
C 4.501 -0.320 2.805 -0.37
H -2.458 -2.608 -1.828 0.24
H 2.922 0.096 1.284 0.12
H 3.936 -2.354 2.181 0.45
H 0.509 4.787 -0.038 0.33
H -2.161 4.525 -3.735 0.20
H -1.921 5.343 -6.038 0.38
C -2.913 -0.591 2.991 0.57
H -2.080 -0.148 -4.688 0.15
O -0.946 2.591 -8.104 -0.58
H 1.634 1.223 -7.730 0.34
H 1.733 0.172 5.490 0.28
H 2.018 -2.119 6.686 0.17
H 2.701 0.460 -6.513 0.40
H -3.480 -2.162 4.363 0.66
H -1.962 -3.403 5.260 0.60
C 2.090 -3.823 5.277 -0.47
O 1.115 -1.848 -5.967 -0.64
S 0.896 -0.986 -7.165 0.61
H 2.782 -1.567 3.307 -0.53
H 3.961 -0.954 5.744 0.16
C -3.418 2.158 0.170 -0.01
C -3.003 1.495 1.509 0.79
H 1.807 -2.508 -8.755 0.33
C 4.546 1.484 0.876 -0.34
H 3.995 2.289 1.434 0.28
H -2.027 3.377 2.289 0.41
C 2.789 -2.837 6.287 -0.52
C -2.727 4.492 -8.638 -1.01
H -2.308 5.801 -2.504 0.48
H 5.661 1.616 0.935 0.28
C -4.062 -0.649 0.589 0.11
H 4.376 -0.717 0.582 0.36
H 5.663 -2.249 4.264 0.49
H 0.644 -1.975 4.071 -0.11
H -0.335 -5.659 4.462 0.41
H 3.117 -3.429 7.189 0.38
C 2.077 -1.505 -8.425 -0.98
C -1.885 1.662 3.715 -0.60
O 0.161 3.213 -2.506 -0.68
H 2.068 -3.483 4.214 0.10
O 0.914 0.079 6.021 -0.52
H -2.085 -1.294 5.615 0.23
C 4.064 -2.077 5.743 -0.58
C -3.826 -0.083 -0.855 0.73
H 0.489 -4.837 6.501 0.56
C 4.051 0.063 1.326 -0.70
C -0.052 5.274 -0.835 -1.13
H -2.334 -3.786 2.211 0.56
H -1.831 0.492 6.097 0.39
H 0.634 5.832 -1.474 0.37
C -0.258 -4.537 4.381 -0.77
C 4.182 1.729 -0.662 -0.90
S -2.003 3.381 -7.416 0.53
C -3.228 -2.085 3.264 -1.29
C -2.545 -1.681 -2.466 -0.24
H -1.939 5.056 -9.140 0.30
H 3.181 2.210 -0.797 0.15
N -1.793 -1.113 -4.862 -0.41
O 0.395 -1.049 3.903 -1.04
C -3.922 -0.982 -2.141 -1.04
H -1.659 -1.029 -2.250 0.35
H 0.288 -4.325 3.428 0.38
H -1.322 2.260 4.472 0.38
H 4.945 2.367 -1.180 0.32
C -1.732 -3.961 4.318 -0.99
H 2.030 -0.820 -9.272 0.36
H -4.138 -2.462 2.733 0.61
H -4.208 -0.288 -2.982 0.42
H 5.616 -0.355 2.884 0.37
```

Entry 3:
A 8-piece molecular cluster, C7H28ClN14O11 overall in a non-equilibrium geometry, computed with wB97M-V/def2-TZVPD.

Relative energy (zero: lowest compared OMol25 entry of this formula, charge and spin): 39.49 kJ/mol
LUMO level: 2.11 eV
HOMO level: -6.797 eV
Total charge: -1
Gap between HOMO and LUMO: 8.91 eV

```
61
Properties=species:S:1:pos:R:3:mulliken_charge:R:1
H -1.364 -1.604 -3.237 0.14
H -3.378 0.744 -2.602 0.17
C -1.010 -6.054 0.617 0.57
N -2.079 -6.905 0.483 -0.42
O -0.054 -6.339 1.320 -0.66
H -1.934 -4.588 -0.549 0.15
H -1.977 -2.866 -4.834 0.17
C -2.839 -2.989 -2.981 0.66
H 6.607 1.573 1.327 0.23
N -2.923 1.486 -2.103 -0.25
N 3.664 0.321 1.126 -0.17
C 2.977 -1.246 4.451 0.58
N 2.034 -1.798 3.641 -0.24
H -4.988 2.202 -3.319 0.15
C -3.189 2.779 -2.435 0.50
H 3.879 0.503 4.748 0.26
O -0.370 -1.902 0.406 -0.68
H -2.170 -7.534 1.260 0.23
H 6.160 -0.026 0.845 0.17
H -2.897 -6.608 -0.017 0.20
H -0.880 3.082 0.120 0.11
H -2.152 1.307 -1.479 0.26
H -1.441 5.442 3.337 0.21
H 2.404 1.892 -1.043 0.09
H 2.714 0.562 0.892 0.03
H 1.460 -1.220 3.039 0.25
N 3.010 0.137 4.400 -0.44
O -0.952 0.352 0.141 -0.67
C 4.596 1.325 1.007 0.65
N -1.964 -2.022 -2.548 -0.18
H -4.584 3.861 -3.504 0.24
H -3.210 -4.106 -4.636 0.22
H 0.385 1.217 -1.893 0.09
N 2.232 2.871 -1.172 -0.25
O -3.734 -3.423 -2.270 -0.66
H 1.843 -2.781 3.662 0.17
H -0.516 2.415 -2.679 0.18
O -2.439 3.695 -2.163 -0.55
N -1.145 3.188 1.085 -0.06
N 0.259 2.199 -2.074 -0.27
N 5.897 0.913 1.074 -0.40
N -1.498 4.528 2.934 -0.41
Cl 0.148 -0.566 0.320 1.75
N -1.103 -4.881 -0.064 -0.21
H 2.668 0.510 3.526 0.23
H -1.975 -1.595 -1.639 0.05
C -1.363 4.454 1.557 0.53
O 0.868 -0.191 1.515 -0.82
O 1.101 -0.498 -0.779 -0.79
H -1.691 3.706 3.473 0.16
O -1.281 5.471 0.898 -0.62
O 0.804 4.405 -2.068 -0.64
N -2.680 -3.329 -4.293 -0.40
H 2.857 3.551 -0.785 0.17
H 3.955 -0.640 1.087 0.16
O 4.258 2.496 0.976 -0.66
O 3.761 -1.906 5.120 -0.69
H -0.406 -4.172 0.095 0.17
N -4.314 2.938 -3.221 -0.44
C 1.088 3.250 -1.814 0.56
H -1.128 2.413 1.719 0.14
```

Entry 4:
C16H17ClI2N2O5Se2V as an isolated structure in a non-equilibrium geometry, computed with wB97M-V/def2-TZVPD.

Relative energy (zero: lowest compared OMol25 entry of this formula, charge and spin): 39.29 kJ/mol
LUMO level (alpha / beta): -8.01 / -7.33 eV
⟨S²⟩: 0.7870
HOMO level (alpha / beta): -14.271 / -14.271 eV
Total charge: +2
Gap between HOMO and LUMO (alpha / beta): 6.27 / 6.94 eV
2S+1: 2

```
46
Properties=species:S:1:pos:R:3:mulliken_charge:R:1
H -1.880 -3.353 1.355 0.45
V 0.511 0.582 0.527 0.20
Se -0.178 3.839 -1.531 0.10
C -1.741 3.903 2.221 -0.74
H 0.504 -1.967 3.446 0.34
H -3.595 3.929 3.310 0.46
O -2.475 -2.574 -0.924 -0.45
C 1.065 -0.116 -3.567 -0.72
H 1.265 -1.065 -4.044 0.42
H 1.425 1.134 -5.281 0.48
I 4.014 -1.790 -1.621 0.13
H -1.499 4.941 2.400 0.46
O 2.101 -2.900 1.235 -0.41
C 3.178 -3.729 -1.615 -0.85
C -0.897 3.123 1.460 0.39
C 1.148 1.088 -4.237 -0.42
C 2.436 1.173 0.755 -0.44
C 1.178 -2.205 1.449 0.50
H 3.141 0.352 0.678 0.40
I 1.087 -3.823 -1.985 0.12
Se 0.637 3.911 0.629 0.03
O 0.961 -1.062 0.643 0.14
C -2.295 1.313 1.627 0.05
H -2.996 -2.044 1.696 0.42
C 0.098 -2.344 2.506 -0.71
O -1.075 -1.621 2.222 -0.33
H 3.353 -4.163 -0.639 0.39
H 0.695 -1.035 -1.690 -0.24
C -2.915 3.343 2.707 -0.31
H 0.911 3.214 -4.028 0.48
Cl 1.741 1.246 2.410 0.03
H -2.484 0.296 1.359 0.20
H -0.092 -3.412 2.631 0.45
N -1.132 1.822 1.191 0.39
N 0.486 1.019 -1.523 0.44
C 0.735 -0.102 -2.227 0.40
H -2.531 -2.156 -1.797 0.44
C -1.982 -2.267 1.349 -0.86
H -4.126 1.562 2.689 0.49
C 0.519 2.191 -2.195 0.34
H 3.663 -4.297 -2.398 0.46
C 0.865 2.252 -3.536 -0.69
O -1.470 -0.651 -0.394 -0.42
H 2.772 2.146 0.434 0.39
C -3.207 2.034 2.375 -1.09
C -1.920 -1.737 -0.073 0.69
```

Entry 5:
One molecule with the formula C10H12O2Si in a non-equilibrium geometry, computed with wB97M-V/def2-TZVPD.

Relative energy (zero: lowest compared OMol25 entry of this formula, charge and spin): 0.00 kJ/mol
LUMO level: 0.62 eV
HOMO level: -8.456 eV
Total charge: 0
Gap between HOMO and LUMO: 9.08 eV
SMILES: O[Si](O)(C1=CC=CC1)C1=CC=CC1

```
25
Properties=species:S:1:pos:R:3:mulliken_charge:R:1
Si 0.012 -1.197 0.051 0.15
C -3.403 1.005 -0.928 -0.50
H 1.274 1.912 0.175 0.25
C 1.633 -0.286 -0.164 -0.12
H 3.857 2.260 0.182 0.47
C 1.998 1.042 0.489 -0.17
H -4.039 1.513 -1.659 0.38
C 2.744 -0.620 -0.812 -0.12
H -1.826 0.307 -2.154 0.54
C 3.831 0.272 -0.672 -0.60
C -2.556 0.024 1.043 -0.36
H 0.581 -1.173 2.174 0.35
H -1.996 0.542 1.831 0.26
C -2.141 0.305 -1.176 -0.24
C -3.723 0.789 0.392 -0.54
H -4.681 0.857 0.889 0.38
O -0.178 -2.376 -1.012 -0.54
C 3.426 1.321 0.045 -0.62
H -2.912 -0.899 1.489 0.30
H 1.862 1.051 1.622 0.24
H 4.810 0.217 -1.146 0.39
C -1.585 -0.291 -0.120 -0.05
O 0.097 -1.763 1.614 -0.60
H 0.218 -3.283 -0.780 0.32
H 2.698 -1.529 -1.375 0.44
```

Entry 6:
One molecule with the formula C17H23NO6, computed with wB97M-V/def2-TZVPD.

Relative energy (zero: lowest compared OMol25 entry of this formula, charge and spin): 99.04 kJ/mol
LUMO level: 0.49 eV
HOMO level: -9.025 eV
Total charge: 0
Gap between HOMO and LUMO: 9.52 eV
SMILES: COC(=O)c1ccccc1C(=O)N1CCOCCOCCOCC1

```
47
Properties=species:S:1:pos:R:3:mulliken_charge:R:1
O 0.745 0.517 2.111 -0.53
H -0.179 -1.339 2.178 0.18
H 2.468 -0.256 -1.685 0.29
H 2.308 0.873 -3.049 0.41
H -1.202 -3.543 -0.891 0.49
C 0.755 2.006 -1.488 0.52
C -1.653 4.652 -0.417 -0.57
C -0.387 -0.283 2.376 -0.30
H -2.877 -1.900 -0.539 0.49
C -0.513 3.986 -0.819 -0.78
C 1.783 0.130 -2.445 -0.89
H 3.385 -3.770 0.174 0.36
H 1.214 -4.228 -0.654 0.43
O 3.184 -1.872 0.753 -0.39
C 1.616 0.003 1.124 0.66
O 1.776 2.639 -1.618 -0.67
H -3.718 4.448 0.121 0.42
H -2.165 -2.213 1.072 0.51
C -1.624 0.170 1.576 -0.86
H -1.598 1.259 1.523 0.31
C 1.398 -3.183 -0.360 -0.32
C -1.672 1.876 -0.711 -0.22
H 2.158 0.862 0.723 0.47
C -0.849 -2.541 -0.603 -0.57
H 1.043 -0.470 0.323 -0.56
C -2.816 3.936 -0.179 -0.58
C 2.596 -3.139 0.594 -0.68
H 1.410 -0.677 -3.073 0.24
H -3.726 2.001 -0.135 0.49
O 0.254 -2.657 0.271 -0.23
H 2.088 -1.609 2.486 0.34
C -2.821 2.561 -0.323 -0.25
H -1.640 5.725 -0.298 0.42
H -0.606 -0.152 3.440 0.50
O -2.052 -0.098 -1.976 -0.70
C -1.984 -1.785 0.086 -1.27
C -0.510 2.600 -0.984 0.51
H -2.522 -0.132 2.130 0.37
H -0.563 -1.999 -1.513 0.33
O 0.646 0.719 -1.830 -0.13
H 0.402 4.520 -1.026 0.51
N -1.712 -0.365 0.235 0.39
C 2.605 -1.019 1.719 -0.66
H 1.633 -2.606 -1.266 0.15
H 3.434 -0.488 2.196 0.32
C -1.799 0.390 -0.891 0.71
H 2.288 -3.548 1.565 0.35
```

| no. | M (g/mol) | E (eV) |
| --- | --- | --- |
| 1 | 917.970 | -168017.7291 |
| 2 | 703.883 | -85265.8107 |
| 3 | 519.841 | -63622.8678 |
| 4 | 815.446 | -215174.9328 |
| 5 | 192.290 | -22537.7132 |
| 6 | 337.372 | -31776.6149 |